(1)
C32H48AsCa2F9NO26 | ωB97M-V with the def2-TZVPD basis set

Last column: Löwdin charge in e.
CARTESIAN COORDINATES (ANGSTROEM)
1 As 4.578 1.527 -6.478  1.0076
2 Ca 6.697 0.945 -3.098  1.6842
3 Ca 6.309 4.788 -4.920  1.5014
4 F 4.071 3.959 0.261  0.1128
5 F 5.739 1.131 -5.094  -0.4394
6 F 4.155 -0.254 -6.576  -0.2773
7 F 4.057 5.117 -1.310  0.1876
8 F 6.045 1.443 -7.535  -0.2443
9 F 3.142 3.182 -1.554  0.1288
10 F 3.467 1.928 -7.883  -0.2501
11 F 5.004 3.249 -6.118  -0.3409
12 F 3.280 1.660 -5.347  -0.2315
13 O 3.996 8.699 -4.329  0.0815
14 O 7.598 5.607 -12.619  0.1376
15 O 7.986 4.776 -10.507  0.0583
16 O 8.420 2.212 -4.195  -0.2062
17 O 6.108 9.458 -4.663  0.0326
18 O 9.964 2.433 -5.741  0.0743
19 O 1.972 4.959 -5.812  0.0937
20 O 8.995 8.252 -6.939  0.1190
21 O 9.403 4.164 -12.136  0.0537
22 O 4.771 7.930 -7.502  0.1001
23 O 6.148 2.174 -1.182  -0.2705
24 O 5.908 6.070 -6.850  -0.0233
25 O 2.950 4.116 -9.965  0.0498
26 O 3.851 5.427 -4.523  0.0481
27 O 9.188 7.331 -2.488  0.0460
28 O 8.021 3.464 -5.743  -0.1419
29 O 7.258 6.621 -1.631  0.1121
30 O 5.718 7.110 -4.408  -0.0213
31 O 5.852 3.360 -2.995  -0.3516
32 O 6.255 7.245 -8.944  0.0769
33 O 10.136 7.422 -5.234  0.0691
34 O 8.065 5.636 -3.502  0.0067
35 O 1.884 5.011 -3.595  0.0998
36 O 3.835 2.861 -11.495  0.1140
37 O 9.107 5.995 -6.727  0.0997
38 O 1.705 2.625 -11.378  0.1053
39 N 8.876 2.747 -5.243  -0.5406
40 C 8.777 3.844 -9.963  -0.3512
41 C 8.858 8.421 -1.552  -0.0060
42 C 5.976 8.518 -9.410  -0.3625
43 C 2.660 5.174 -4.619  -0.4851
44 C 4.252 4.532 -10.041  -0.1196
45 C 4.246 3.859 -1.089  -0.5401
46 C 10.273 8.806 -5.076  -0.2878
47 C 7.761 7.639 -0.735  -0.2727
48 C 5.709 7.020 -7.672  -0.3888
49 C 8.163 7.106 0.591  -0.0391
50 C 5.592 8.422 -10.840  0.0019
51 C 5.338 10.592 -4.410  -0.0964
52 C 3.050 10.237 -3.019  -0.0076
53 C 0.288 3.705 -6.582  -0.0037
54 C 4.621 3.989 -11.425  -0.3165
55 C 6.048 1.713 0.179  -0.1939
56 C 4.833 8.854 -8.527  -0.1112
57 C 4.742 0.796 0.408  -0.0320
58 C 9.210 9.329 -6.080  -0.0833
59 C 0.658 4.740 -5.543  -0.3681
60 C 7.944 2.899 -9.070  -0.0188
61 C 8.198 6.405 -2.517  -0.4933
62 C 4.398 5.036 -12.533  0.0078
63 C 11.723 9.295 -5.409  -0.0122
64 C 3.882 10.086 -4.295  -0.3121
65 C 0.644 4.460 -4.048  -0.0460
66 C 9.485 3.104 -11.188  -0.0737
67 C 2.737 3.098 -10.849  -0.5167
68 C 5.309 8.333 -4.450  -0.3394
69 C 8.242 4.905 -11.872  -0.4298
70 C 9.373 7.172 -6.361  -0.4996
71 C 5.612 3.419 -1.601  -0.3740
72 H 3.396 5.462 -12.490  0.0940
73 H -0.272 4.709 -3.511  0.1420
74 H 0.785 3.417 -3.766  0.1387
75 H 5.554 11.377 -5.136  0.1396
76 H 4.601 0.037 -0.362  0.0607
77 H 6.380 4.053 -1.159  0.1544
78 H 7.620 2.008 -9.607  0.0769
79 H 10.520 2.874 -10.936  0.1290
80 H 9.779 8.753 -1.073  0.1381
81 H 5.388 9.394 -11.291  0.0992
82 H 4.838 0.275 1.362  0.0791
83 H 3.299 10.575 -5.075  0.1527
84 H 6.467 7.997 -11.332  0.0977
85 H 3.593 9.694 -2.245  0.0865
86 H 9.606 10.176 -6.639  0.1362
87 H 8.609 2.525 -8.292  0.0733
88 H 3.854 1.426 0.347  0.0627
89 H 12.380 8.849 -4.663  0.0757
90 H 2.903 11.222 -2.575  0.0924
91 H 8.573 9.330 -2.083  0.1214
92 H 4.291 4.395 -13.408  0.0957
93 H 11.968 10.299 -5.061  0.0809
94 H 7.041 3.314 -8.624  0.0595
95 H 6.853 8.168 -0.445  0.1536
96 H 1.087 2.971 -6.692  0.0811
97 H 6.882 9.049 -9.117  0.1644
98 H 2.143 9.648 -3.154  0.0963
99 H 7.596 6.367 1.158  0.0939
100 H 8.311 7.860 1.364  0.0969
101 H 4.038 5.586 -9.866  0.1306
102 H 12.242 9.041 -6.333  0.0935
103 H 5.672 3.708 -11.488  0.1417
104 H 8.360 9.748 -5.542  0.1134
105 H 5.300 5.645 -12.475  0.0631
106 H 3.901 8.750 -9.082  0.1498
107 H 9.147 6.637 0.587  0.0927
108 H -0.519 3.107 -6.159  0.0862
109 H 7.002 1.234 0.397  0.1138
110 H 4.836 4.221 -9.175  0.1190
111 H 5.073 9.826 -8.097  0.1448
112 H 5.985 2.419 1.008  0.1176
113 H 4.634 7.955 -11.067  0.0932
114 H 9.559 4.307 -9.360  0.1483
115 H 9.082 2.098 -11.303  0.1234
116 H -0.114 4.019 -7.546  0.0958
117 H 10.092 8.871 -4.003  0.1267
118 H -0.073 5.518 -5.765  0.1511
119 H 5.684 10.969 -3.447  0.1327

Summary:
Total charge: +1
Frontier orbital gap in eV: 7.88
Energy relative to the best compared isomer or geometry (same formula, charge and spin) in kJ/mol: 0.00
F_max in eV/A: 7.4
E_HOMO in eV: -11.2

(2)
C37H113N7O16 | ωB97M-V with the def2-TZVPD basis set

Last column: Löwdin charge in e.
CARTESIAN COORDINATES (ANGSTROEM)
1 O 10.320 -28.207 -31.320  -0.1991
2 O 14.144 -13.883 -17.203  -0.1317
3 O 12.502 -13.094 -29.523  -0.1100
4 O 9.261 -27.915 -19.343  -0.1185
5 O 16.498 -19.533 -28.179  -0.1206
6 O 0.925 -19.598 -21.570  -0.1969
7 O 6.984 -20.103 -31.110  -0.1990
8 O 8.023 -22.306 -15.612  -0.1325
9 O 11.720 -15.843 -12.026  -0.1167
10 O 3.534 -9.615 -22.642  -0.1849
11 O 12.306 -25.842 -13.315  -0.1890
12 O 8.569 -20.181 -23.205  -0.1967
13 O 5.029 -28.232 -23.661  -0.1234
14 O 14.539 -24.397 -23.077  -0.1005
15 O 15.740 -19.606 -20.048  -0.1303
16 O 2.242 -28.277 -33.081  -0.1977
17 N 4.873 -26.355 -31.468  0.0239
18 N 4.359 -17.469 -30.509  0.0101
19 N 10.232 -18.755 -20.116  0.0300
20 N 2.593 -17.189 -23.869  0.0376
21 N 12.196 -29.476 -12.405  0.0449
22 N 4.323 -10.724 -25.266  0.0418
23 N 9.238 -28.921 -28.510  0.0241
24 C 4.959 -18.667 -31.127  -0.4160
25 C 5.247 -10.194 -24.285  -0.4798
26 C 9.392 -18.754 -21.293  -0.4515
27 C 3.702 -26.696 -32.286  -0.4194
28 C 11.804 -28.252 -13.120  -0.4774
29 C 7.958 -21.455 -23.490  -0.0914
30 C 10.447 -27.529 -19.970  -0.1870
31 C 15.471 -13.562 -17.477  -0.1778
32 C 15.476 -18.676 -27.730  -0.1785
33 C 16.563 -19.727 -18.901  -0.1639
34 C 11.182 -30.257 -28.019  -0.0717
35 C 4.969 -18.376 -32.630  -0.0743
36 C 1.895 -29.595 -33.517  -0.0862
37 C 6.395 -18.910 -30.546  -0.1781
38 C 3.665 -28.212 -24.134  -0.1585
39 C 6.747 -22.894 -15.965  -0.1478
40 C 10.723 -28.316 -32.670  -0.1239
41 C 1.861 -19.247 -22.575  -0.2047
42 C 3.363 -9.120 -21.286  -0.0843
43 C 3.917 -26.127 -33.674  -0.0739
44 C 14.179 -24.472 -24.413  -0.2050
45 C 9.776 -17.590 -22.202  -0.0689
46 C 10.310 -28.109 -12.993  -0.0722
47 C 8.226 -20.476 -30.518  -0.1092
48 C 11.457 -13.663 -28.791  -0.1923
49 C 9.337 -20.133 -22.023  -0.1995
50 C 5.682 -8.802 -24.623  -0.0550
51 C 3.349 -28.195 -32.262  -0.2274
52 C 0.464 -17.152 -22.981  -0.0960
53 C 12.574 -27.065 -12.609  -0.2060
54 C 10.669 -29.111 -28.911  -0.4158
55 C 1.803 -17.698 -22.768  -0.4720
56 C 11.904 -17.156 -11.562  -0.1825
57 C 10.851 -29.281 -30.464  -0.1655
58 C 13.318 -24.842 -13.316  -0.1045
59 C 0.995 -21.022 -21.287  -0.0814
60 C 4.734 -10.326 -22.863  -0.2278
61 H 8.070 -20.945 -29.546  0.0802
62 H 6.895 -23.488 -16.867  0.0679
63 H 5.018 -16.707 -30.592  0.0588
64 H 11.271 -27.323 -19.286  0.0776
65 H -0.004 -17.492 -23.905  0.0861
66 H 9.944 -27.246 -13.549  0.0782
67 H 14.776 -23.856 -25.086  0.0730
68 H 3.979 -18.516 -33.063  0.0757
69 H 14.169 -25.151 -13.923  0.0838
70 H 17.114 -19.671 -27.455  0.0745
71 H 4.189 -8.466 -21.005  0.0789
72 H 2.103 -17.231 -21.831  0.1414
73 H 10.294 -26.621 -20.552  0.0778
74 H 10.606 -30.310 -30.725  0.1189
75 H 12.369 -27.000 -11.541  0.1273
76 H 15.491 -12.524 -17.808  0.0784
77 H 10.024 -27.963 -11.951  0.0841
78 H 13.102 -29.717 -12.781  0.0681
79 H 6.363 -23.548 -15.183  0.0732
80 H 14.751 -18.347 -28.475  0.0778
81 H 11.587 -17.292 -10.528  0.0771
82 H 14.940 -19.130 -26.896  0.0738
83 H 12.258 -30.425 -28.061  0.0730
84 H 6.178 -8.355 -23.761  0.0782
85 H 2.886 -19.478 -22.285  0.1165
86 H 6.940 -18.008 -30.825  0.1183
87 H 13.618 -27.362 -12.704  0.1188
88 H 5.715 -26.706 -31.900  0.0636
89 H 2.977 -28.312 -23.295  0.0760
90 H 4.997 -25.366 -31.634  0.0560
91 H 8.774 -29.604 -29.091  0.0603
92 H 14.451 -25.412 -24.893  0.0762
93 H 8.642 -22.258 -23.765  0.0829
94 H 6.364 -8.829 -25.473  0.0785
95 H 4.452 -25.180 -33.594  0.0678
96 H 14.722 -23.464 -22.942  0.0784
97 H 3.433 -27.235 -24.557  0.0643
98 H 3.462 -10.217 -25.113  0.0656
99 H 11.353 -17.814 -12.233  0.0729
100 H 3.221 -28.700 -31.305  0.1253
101 H 11.143 -28.188 -28.576  0.1275
102 H 7.344 -21.788 -22.653  0.0802
103 H 17.480 -19.146 -18.997  0.0751
104 H 14.882 -19.296 -19.748  0.0688
105 H 8.972 -28.037 -28.920  0.0589
106 H 1.646 -19.767 -23.508  0.1221
107 H 1.730 -30.259 -32.668  0.0837
108 H 7.270 -21.272 -24.315  0.0838
109 H 11.522 -30.130 -12.777  0.0636
110 H 10.267 -27.454 -33.156  0.0888
111 H 8.551 -22.977 -15.172  0.0656
112 H 11.692 -14.013 -27.786  0.0769
113 H 14.009 -13.677 -16.275  0.0727
114 H 4.092 -11.607 -24.832  0.0654
115 H 5.625 -19.107 -33.102  0.0694
116 H 4.537 -11.389 -22.725  0.1203
117 H 3.263 -9.873 -20.505  0.0831
118 H 5.983 -22.168 -16.245  0.0735
119 H 10.855 -30.135 -26.986  0.0758
120 H 11.992 -28.301 -14.193  0.1361
121 H 0.337 -21.252 -20.449  0.0838
122 H 0.479 -16.063 -22.921  0.0865
123 H 13.123 -24.232 -24.541  0.0777
124 H 2.497 -8.461 -21.227  0.0822
125 H 9.584 -16.646 -21.691  0.0740
126 H 6.005 -10.974 -24.361  0.1363
127 H 11.936 -29.217 -30.552  0.1126
128 H 8.930 -20.829 -21.290  0.1112
129 H 1.997 -21.333 -20.992  0.0812
130 H 2.327 -17.560 -24.770  0.0728
131 H 9.752 -28.963 -13.378  0.0756
132 H 10.657 -31.130 -28.406  0.0701
133 H 16.797 -20.775 -18.714  0.0722
134 H 3.496 -17.624 -23.746  0.0626
135 H 12.132 -13.043 -30.407  0.0748
136 H 8.622 -27.780 -20.046  0.0734
137 H 10.730 -28.386 -20.581  0.0766
138 H 15.854 -14.263 -18.219  0.0786
139 H 10.756 -12.865 -28.550  0.0729
140 H 10.332 -20.485 -22.298  0.1250
141 H 15.956 -13.773 -16.524  0.0798
142 H 10.830 -17.635 -22.475  0.0795
143 H 12.926 -17.526 -11.644  0.0755
144 H 0.957 -29.638 -34.070  0.0839
145 H 4.640 -26.631 -34.315  0.0817
146 H 10.888 -15.543 -11.652  0.0736
147 H 5.348 -17.362 -32.764  0.0776
148 H 13.540 -24.500 -12.306  0.0872
149 H 12.940 -23.994 -13.888  0.0814
150 H 8.395 -18.470 -20.955  0.1268
151 H 8.653 -21.320 -31.060  0.0831
152 H 9.704 -19.274 -19.429  0.0720
153 H 3.396 -28.847 -24.978  0.0733
154 H 2.975 -25.935 -34.188  0.0785
155 H 15.941 -17.746 -27.403  0.0730
156 H 11.803 -28.332 -32.813  0.0834
157 H 3.555 -17.151 -31.030  0.0636
158 H 2.647 -30.004 -34.193  0.0854
159 H 9.176 -17.622 -23.111  0.0740
160 H 4.815 -8.205 -24.906  0.0827
161 H -0.177 -17.511 -22.176  0.0767
162 H 10.967 -14.466 -29.342  0.0777
163 H 10.462 -17.812 -19.838  0.0702
164 H 2.853 -26.160 -31.860  0.1371
165 H 4.150 -28.755 -32.744  0.1179
166 H 4.336 -19.527 -30.881  0.1318
167 H 10.316 -29.236 -33.090  0.0825
168 H 8.925 -19.642 -30.456  0.0865
169 H 0.655 -21.552 -22.176  0.0838
170 H 6.330 -19.010 -29.462  0.1216
171 H 5.596 -28.415 -24.414  0.0681
172 H 5.489 -9.976 -22.159  0.1185
173 H 15.940 -19.386 -18.074  0.0768

Summary:
Frontier orbital gap in eV: 9.42
Energy relative to the best compared isomer or geometry (same formula, charge and spin) in kJ/mol: 625.94
F_max in eV/A: 2.5
E_HOMO in eV: -9.2